# 1
19
Properties=species:S:1:pos:R:3 method="wB97M-V/def2-TZVPD" e_tot_ev=-9368.795 e_homo_ev=-8.99
N -2.3156 0.3092 0.8127
C -1.9361 0.8672 -0.5098
C -0.6150 1.6149 -0.2659
N 0.5945 0.8187 0.1576
C 0.6292 -0.5721 -0.1726
C 2.0551 -1.0819 0.3133
O 2.4125 -2.4018 -0.1094
H -2.9563 -0.4762 0.6967
H -1.5494 -0.1068 1.3987
H -2.7520 1.4061 -0.8693
H -1.7040 0.0637 -1.2965
H -0.3307 2.1005 -1.2337
H -0.8654 2.4723 0.3827
H 0.7865 1.0210 1.0892
H -0.0694 -1.3405 0.1959
H 0.6075 -0.8213 -1.2602
H 2.7875 -0.3722 0.0153
H 2.0975 -1.0858 1.4512
H 3.1235 -2.4150 -0.7958

=====

# 2
11
Properties=species:S:1:pos:R:3 method="wB97M-V/def2-TZVPD" e_tot_ev=-7761.696 e_homo_ev=-8.94
O -0.7332 0.9266 -1.1677
C -0.5975 -0.4719 -0.9022
C -0.3836 -0.4806 0.6543
C 0.6894 0.7021 0.6701
C 0.6298 0.6311 -0.8377
N 0.9105 -0.4878 -1.4157
H -1.2678 -1.1608 -1.4122
H 0.0809 -1.4134 0.9813
H -1.2900 -0.2869 1.2373
H 1.6452 0.4085 1.0999
H 0.3164 1.6332 1.0925

=====

# 3
22
Properties=species:S:1:pos:R:3 method="wB97M-V/def2-TZVPD" e_tot_ev=-11997.071 e_homo_ev=-9.10
C 1.6744 -0.6852 -0.7342
N 1.1200 0.6532 -0.5709
C -0.0906 0.9125 -1.3623
H 0.8774 -1.4177 -0.7499
H 2.1578 -0.8391 -1.7040
H 2.3708 -0.9064 0.0664
H 1.8430 1.3508 -0.6830
H -0.6306 -0.0120 -1.5830
H 0.0618 1.6042 -2.2009
H -0.7922 1.5629 -0.8247
H -1.4427 3.0636 0.7389
H -0.2665 3.4077 -0.0967
O -1.0498 3.8275 0.2932
H 0.2674 0.7641 1.1224
H 0.0979 0.7887 2.7573
O -0.0219 0.3041 1.9455
H -0.8339 -2.7785 -0.0176
H -1.3509 -3.0351 -1.4996
O -0.6245 -2.6961 -0.9607
H -0.6203 -1.3664 2.0631
H -1.8365 -2.2124 2.1216
O -0.9101 -2.2904 1.8792

=====

# 4
11
Properties=species:S:1:pos:R:3 method="wB97M-V/def2-TZVPD" e_tot_ev=-6183.809 e_homo_ev=-9.60
C -1.5678 0.3059 -0.3111
C 1.0131 0.5093 0.6953
C 0.6689 -0.8447 0.9228
H -2.4988 0.4057 -0.8134
H -1.5741 0.0630 0.8521
H 2.1508 0.7674 0.7732
H 0.1637 1.1061 1.0166
H 1.5120 -1.5367 1.2004
H -0.2032 -0.9612 1.3361
N -0.6844 0.2250 -1.1598
N 0.6508 -0.1775 -0.5840

=====

# 5
14
Properties=species:S:1:pos:R:3 method="wB97M-V/def2-TZVPD" e_tot_ev=-18069.046 charge=+1 e_homo_ev=-13.47
C 2.1949 0.5667 0.7042
C 1.3731 1.2469 -0.1274
C 0.4232 -0.6955 0.3742
C -2.5110 -0.3582 -0.7337
N 1.5814 -0.6565 1.0087
N 0.2781 0.4075 -0.3260
S -1.1303 0.8621 -1.3134
H 3.1020 0.9962 1.1684
H 1.4157 2.1049 -0.8524
H -0.4720 -1.2780 0.5124
H -2.2919 -1.3550 -1.2391
H -3.4242 -0.0136 -1.2895
H -2.3969 -0.4942 0.3037
H 1.8578 -1.3332 1.8098

=====

# 6
157
Properties=species:S:1:pos:R:3 method="wB97M-V/def2-TZVPD" e_tot_ev=-106982.311 charge=+1 e_homo_ev=-5.44
Ag 2.2835 2.5324 6.6288
C -2.0626 -6.9224 -5.7066
O -0.7452 -6.3206 -5.7036
O -2.3943 -6.7603 -7.0876
C -2.0970 -8.3139 -4.9971
F -3.2062 -9.0049 -5.3127
F -1.0073 -9.1643 -5.2306
F -2.0517 -8.2695 -3.6308
C 0.1563 -6.6291 -4.6092
C 1.1524 -5.4775 -4.4129
H 1.8053 -5.6639 -3.5602
H 1.7146 -5.2254 -5.3120
H 0.4852 -4.6583 -4.1450
H 0.6890 -7.5144 -4.9563
H -0.2104 -6.8281 -3.6022
H -2.6536 -6.2203 -5.1186
C 0.3510 7.6966 9.2948
O 1.0435 8.0651 8.0904
O 0.6329 6.3346 9.4694
C 0.6975 8.8257 10.4449
F 0.2560 10.0935 10.0741
F 0.1362 8.5734 11.6348
F 2.0202 8.7958 10.5382
C 0.3317 9.0545 7.2016
C 1.2429 8.9397 5.9436
H 1.2266 7.9854 5.4171
H 1.0542 9.7973 5.2979
H 2.2663 9.0191 6.3104
H 0.3963 10.0631 7.6099
H -0.6690 8.7153 6.9342
H -0.7163 7.7002 9.0736
C 8.8502 0.4816 5.7677
O 10.0611 -0.1199 6.2722
O 7.8693 0.2866 6.7017
C 9.0206 1.8976 5.2532
F 7.9294 2.6314 5.1231
F 9.8535 2.5565 6.1292
F 9.5822 1.9242 4.0427
C 11.1859 -0.2331 5.3994
C 12.2402 -1.3513 5.7464
H 12.5773 -1.1729 6.7674
H 11.5999 -2.2328 5.7144
H 13.1378 -1.3759 5.1284
H 11.7164 0.7072 5.2491
H 10.9821 -0.3741 4.3380
H 8.6170 -0.0839 4.8656
C 2.0867 0.6185 0.3264
C 1.3359 1.8629 0.7320
C 0.4269 2.2162 -0.4303
O 0.6144 1.5851 1.9147
H 2.8476 0.8573 -0.4167
H 1.5525 -0.2405 -0.0795
H 2.7432 0.3372 1.1498
H 2.1058 2.5915 0.9861
H -0.2920 1.3975 -0.4626
H 1.0246 2.3550 -1.3313
H -0.1465 3.1316 -0.2840
C -4.8560 -1.2695 1.0355
O -5.2262 -0.6691 2.2544
C -4.6429 -1.2181 3.3957
C -5.1012 -0.4709 4.6416
N -4.7597 0.9804 4.4374
H -3.8289 1.0886 4.0607
H -5.3193 1.2899 3.6556
C -4.8644 2.0304 5.5627
C -5.0097 3.4178 4.9550
O -6.0431 3.5101 3.9182
C -6.1935 4.7610 3.1951
H -5.1798 -0.6443 0.2034
H -5.2959 -2.2463 0.8345
H -3.7784 -1.4319 1.0148
H -3.5699 -1.0308 3.3553
H -4.5837 -2.3049 3.4560
H -4.4825 -0.7505 5.4942
H -6.1485 -0.5669 4.9283
H -3.8991 1.9658 6.0648
H -5.7626 1.7988 6.1353
H -4.0409 3.7585 4.5896
H -5.1803 4.1120 5.7779
H -5.2207 5.0971 2.8362
H -6.6304 5.5929 3.7476
H -6.8738 4.5874 2.3614
C 7.3210 5.0351 -4.3796
O 6.9464 5.5702 -5.6476
C 5.5309 5.9091 -5.6625
C 5.1825 6.7521 -6.9099
N 6.0813 8.0000 -7.2337
H 6.9215 7.7675 -7.7437
H 5.5835 8.6409 -7.8351
C 6.6004 8.7912 -6.0171
C 5.6330 9.8456 -5.4974
O 4.4548 9.2512 -4.9155
C 3.6159 10.2639 -4.3882
H 8.3937 4.8628 -4.4679
H 6.8884 4.0402 -4.2746
H 7.0834 5.6578 -3.5171
H 5.2413 6.5230 -4.8097
H 4.9063 5.0158 -5.6635
H 4.2407 7.2373 -6.6534
H 5.1013 6.3288 -7.9110
H 7.4523 9.3345 -6.4261
H 6.8979 8.1139 -5.2166
H 5.3066 10.6220 -6.1894
H 6.1898 10.3219 -4.6904
H 4.1768 10.9394 -3.7423
H 2.8057 9.8093 -3.8182
H 3.1211 10.9028 -5.1196
C 0.5851 -5.7682 6.3542
O -0.3237 -6.7879 6.7378
C -0.1250 -7.3694 7.9865
C -0.9265 -8.6374 8.2838
N -0.7752 -9.7657 7.2455
H 0.1899 -9.8636 6.9644
H -0.9104 -10.6309 7.7489
C -1.6941 -9.7494 6.0367
C -0.9207 -10.4240 4.8706
O 0.3438 -9.8751 4.5410
C 0.2514 -8.7025 3.7567
H 0.5756 -4.8373 6.9212
H 0.4937 -5.6466 5.2748
H 1.6153 -6.0792 6.5274
H -0.2348 -6.5595 8.7076
H 0.8934 -7.7538 8.0430
H -1.9689 -8.3249 8.2232
H -0.8297 -9.0157 9.3015
H -1.9146 -8.7504 5.6607
H -2.5345 -10.2900 6.4721
H -1.5688 -10.5060 3.9980
H -0.7076 -11.4539 5.1568
H -0.3794 -8.8455 2.8793
H 1.2217 -8.3676 3.3902
H -0.2778 -7.8853 4.2467
C -10.4496 -4.4608 -11.7520
O -9.1347 -4.9863 -11.8278
C -8.2484 -4.4211 -10.8638
C -7.3172 -3.2963 -11.4952
N -6.3263 -2.7081 -10.4880
H -5.8500 -3.4769 -10.0384
H -5.5778 -2.2046 -10.9423
C -7.0030 -1.8934 -9.3970
C -6.0140 -1.3763 -8.3120
O -4.9593 -0.6202 -8.9001
C -4.0002 -0.1485 -7.9908
H -11.0614 -4.9023 -10.9653
H -10.9827 -4.7548 -12.6561
H -10.5071 -3.3723 -11.7627
H -7.5564 -5.2510 -10.7209
H -8.6915 -4.2138 -9.8897
H -7.9191 -2.5215 -11.9699
H -6.7081 -3.5850 -12.3517
H -7.8859 -2.3653 -8.9658
H -7.4252 -1.0537 -9.9491
H -5.5403 -2.1736 -7.7393
H -6.5231 -0.8170 -7.5271
H -4.4768 0.5442 -7.2972
H -3.2533 0.4596 -8.5012
H -3.5018 -0.9070 -7.3871

=====

no.,Kohn-Sham gap (Ha),LUMO (eV)
1,0.3633,0.900
2,0.3343,0.160
3,0.3543,0.539
4,0.3902,1.014
5,0.3747,-3.274
6,0.0763,-3.365